ORCA calculation (ωB97M-V/def2-TZVPD) on 2 unconnected molecules or ions with the total composition C2H2NOS2.

```
8
Properties=species:S:1:pos:R:3:nbo_charge:R:1
C -0.32 1.49 -2.47 0.245
C 0.10 -1.35 2.16 0.169
N -0.28 1.62 -1.27 -0.637
O -0.07 -1.77 3.28 -0.665
S -0.33 1.16 -4.02 -0.087
S 1.09 -0.15 1.55 -0.514
H 0.22 1.11 -0.62 0.446
H -0.42 -2.10 1.39 0.043
```

The total energy comes out at -27315.5302 eV. The value obtained for the HOMO energy is -3.792 eV. The net charge is -1. For the energy above the lowest of the compared OMol25 structures with the same formula, charge and spin, the calculation gives 14.8 kcal per mole. As for the spin multiplicity: 1. Its largest force on an atom is 4.97 eV/Å. As for the LUMO energy: 2.8647 eV.